[1]
A structure of composition C8H9BCl2F4IrOS at a distorted geometry, computed with the ωB97M-V functional and the def2-TZVPD basis.

ORCA input file:
```
! RIJCOSX wB97M-V def2-TZVPD def2/J DEFGRID3
* xyz -1 1
Ir 0.04812 0.20390 -0.21833
Cl -2.11949 1.03898 1.02344
C -1.91855 0.45777 2.63363
C -3.04256 0.33049 3.42833
C -2.91793 -0.11890 4.73108
C -1.66441 -0.45541 5.21557
C -0.55429 -0.34236 4.39736
Cl 0.98600 -0.82082 5.04201
C -0.63085 0.13211 3.07696
S 0.82078 0.31691 2.12029
H -4.00688 0.59946 3.01871
H -3.79068 -0.21179 5.36308
H -1.53617 -0.80379 6.23139
F -1.68096 -0.41799 -1.90590
B -2.15395 0.85712 -2.37006
F -1.24489 1.81921 -1.79974
F -2.11560 0.92049 -3.74877
F -3.43045 1.09312 -1.87731
C 1.54269 -2.31942 0.31766
O 0.41492 -1.72208 -0.24136
H 1.50456 -2.33476 1.41480
H 2.47590 -1.81396 0.03480
H 1.59860 -3.35511 -0.03815
C 1.63224 1.34039 -0.93722
H 1.95041 0.92417 -1.89480
H 2.47320 1.35221 -0.24430
H 1.26502 2.35728 -1.09340
*
```

Results
Energy above the lowest of the compared OMol25 structures with the same formula, charge and spin (kcal per mole): 28.6
LUMO (alpha / beta) (eV): 2.8 / 2.8
HOMO energy (alpha / beta) (eV): -4.646 / -4.648
Total energy (Eh): -2232.9458

Atomic partial charges in e from the Mulliken method, atoms 1 to 4: atom 1 (Ir): 1.131, atom 2 (Cl): -0.183, atom 3 (C): 0.819, atom 4 (C): -0.804


[2]
The ion C8H9Br2O3S with charge -1 at a distorted geometry, computed with the ωB97M-V functional and the def2-TZVPD basis.

ORCA input file:
```
! RIJCOSX wB97M-V def2-TZVPD def2/J DEFGRID3
* xyz -1 1
C 0.51256 0.14872 1.52903
C 1.02298 -0.64152 0.57534
C -0.79773 0.72301 1.37892
C -1.46762 0.41019 0.27711
C -1.04051 -0.59677 -0.67582
C 0.45179 -0.78032 -0.73016
C -1.15855 1.65860 2.51964
C 0.85247 -1.94680 -1.62181
O 0.67900 0.81018 -2.88360
O 1.24242 1.84239 -0.79326
O 2.76136 0.07562 -1.70194
S 1.41280 0.67701 -1.65732
Br -2.99251 1.53480 -0.19975
Br -2.15716 -2.38932 -0.18028
H 1.09187 0.37230 2.46477
H 2.07448 -0.92584 0.51417
H -1.68851 -0.41471 -1.65061
H -0.88288 1.38594 3.48966
H -2.32990 1.92324 2.48703
H -0.62535 2.51772 2.31312
H 0.19174 -2.01561 -2.37434
H 1.02570 -2.87130 -1.09438
H 1.82156 -1.49752 -1.98551
*
```

Results
Energy above the lowest of the compared OMol25 structures with the same formula, charge and spin (kcal per mole): 36.5
LUMO (eV): 2.8
HOMO energy (eV): -4.907
Structure (SMILES): CC1=C(Br)[C@H](Br)[C@@](C)(S(=O)(=O)[O-])C=C1
Total energy (Eh): -6082.1971

Atomic partial charges in e from the Mulliken method, atoms 1 to 4: atom 1 (C): -0.691, atom 2 (C): -0.820, atom 3 (C): 1.420, atom 4 (C): -0.149


[3]
The molecule C8H9BrS at a distorted geometry, computed with the ωB97M-V functional and the def2-TZVPD basis.

ORCA input file:
```
! RIJCOSX wB97M-V def2-TZVPD def2/J DEFGRID3
* xyz 0 3
C -1.41544 2.69175 -0.00704
C -1.76806 1.35216 -0.05342
C -0.07720 3.03755 0.09855
C -0.80209 0.37189 0.02565
C 0.89562 2.06409 0.17954
C 0.55588 0.70148 0.16756
C 0.18904 -3.85282 -0.50757
C 1.54701 -0.29232 0.45893
S 1.13972 -2.12606 0.38850
Br 3.29476 -0.02290 -0.22026
H -2.17277 3.45740 -0.07001
H -2.80386 1.06773 -0.16421
H 0.20742 4.07768 0.10552
H -1.09247 -0.66437 -0.06908
H 1.93292 2.35013 0.27098
H 0.69551 -3.98953 -1.44715
H -0.86228 -3.64762 -0.59297
H 0.44600 -4.58672 0.23606
H 0.09028 -1.98952 1.20042
*
```

Results
⟨S²⟩: 2.0382
LUMO (alpha / beta) (eV): 0.7 / -1.4
HOMO energy (alpha / beta) (eV): -6.517 / -9.512
Total energy (Eh): -3282.2840

Atomic partial charges in e from the Mulliken method, atoms 1 to 4: atom 1 (C): -0.417, atom 2 (C): -0.679, atom 3 (C): -0.610, atom 4 (C): -0.312


[4]
The molecule C8H9ClNOP at a distorted geometry, computed with the ωB97M-V functional and the def2-TZVPD basis.

ORCA input file:
```
! RIJCOSX wB97M-V def2-TZVPD def2/J DEFGRID3
* xyz 0 1
C 1.71917 -2.83856 0.10961
C 0.92710 -2.59513 1.21048
C 1.73200 -2.04654 -1.00124
C 0.07949 -1.49511 1.19571
C 0.92967 -0.89384 -0.99634
C -0.00715 -0.65496 0.03743
C -1.61327 1.17479 0.64553
C -1.71464 2.64311 0.06695
N -0.84512 0.36276 -0.28157
O -0.46179 3.27705 -0.04932
P 0.79772 2.84631 -0.88151
Cl 0.32079 3.03991 -2.77099
H 2.38230 -3.77447 -0.13283
H 1.06355 -3.17974 2.13316
H 2.38385 -2.27087 -1.76856
H -0.41647 -1.37189 2.21892
H 0.93777 -0.25774 -1.93784
H -1.08270 1.26134 1.70523
H -2.61849 0.88497 0.60246
H -2.16990 2.69304 -0.88782
H -2.34387 3.19557 0.78254
*
```

Results
Energy above the lowest of the compared OMol25 structures with the same formula, charge and spin (kcal per mole): 3.3
LUMO (alpha / beta) (eV): -1.4 / -2.7
HOMO energy (alpha / beta) (eV): -6.982 / -5.944
Total energy (Eh): -1241.6483

Atomic partial charges in e from the Mulliken method, atoms 1 to 4: atom 1 (C): -0.140, atom 2 (C): -0.683, atom 3 (C): -0.723, atom 4 (C): -0.047


[5]
A cluster of 2 separate species, C8H9ClSi in total at a distorted geometry, computed with the ωB97M-V functional and the def2-TZVPD basis.

ORCA input file:
```
! RIJCOSX wB97M-V def2-TZVPD def2/J DEFGRID3
* xyz 0 1
C -1.68357 -0.68267 -2.86997
C -1.97486 0.66304 -2.41782
C -1.25089 -1.69622 -2.04749
C -1.58775 0.95167 -1.11096
C -1.23580 -1.48774 -0.71164
C -1.37821 -0.15189 -0.23374
C -1.02086 0.47637 2.33698
C -1.10905 0.19714 1.17807
Si 4.00803 0.70268 2.46421
Cl 4.70894 -0.54523 3.87740
H -1.78936 -0.72260 -3.96238
H -2.42008 1.37630 -3.12892
H -0.99725 -2.62650 -2.46338
H -1.63011 1.95512 -0.84427
H -0.95772 -2.13446 -0.01049
H -0.92292 0.39069 3.46454
H 3.01820 -0.06594 1.69289
H 5.01626 1.51558 1.65698
H 3.20702 1.88466 3.12999
*
```

Results
Energy above the lowest of the compared OMol25 structures with the same formula, charge and spin (kcal per mole): 51.7
LUMO (eV): 0.8
HOMO energy (eV): -8.799
Structure (SMILES): C#Cc1ccccc1.[SiH3]Cl
Total energy (Eh): -1059.8365

Atomic partial charges in e from the Mulliken method, atoms 1 to 4: atom 1 (C): -0.200, atom 2 (C): -0.523, atom 3 (C): -0.594, atom 4 (C): -0.457


[6]
The molecule C8H9FN2O at a distorted geometry, computed with the ωB97M-V functional and the def2-TZVPD basis.

ORCA input file:
```
! RIJCOSX wB97M-V def2-TZVPD def2/J DEFGRID3
* xyz 0 1
C 3.55762 -1.14477 0.58113
C 1.96160 0.43664 -0.22364
C -0.55292 0.15492 -0.22499
C -0.76789 -1.23611 -0.44399
C -2.00049 -1.85208 -0.18058
C -3.13396 -1.05031 0.04012
C -2.92213 0.31126 0.20286
C -1.67269 0.84728 0.10360
H 3.66281 -2.23630 0.57246
H 3.88007 -0.59165 1.51712
H 4.20853 -0.78272 -0.26999
H 1.49269 -1.05572 1.01461
H 0.50791 1.80571 -0.67201
H 0.20762 -1.73413 -0.65531
H -2.08686 -2.96007 -0.20057
H -4.15071 -1.49504 0.20291
H -3.74850 1.00947 0.37875
N 2.14283 -0.84657 0.17474
N 0.61409 0.79458 -0.43116
O 2.85320 1.28420 -0.43934
F -1.43471 2.14776 0.47718
*
```

Results
Energy above the lowest of the compared OMol25 structures with the same formula, charge and spin (kcal per mole): 0.0
LUMO (eV): 0.7
HOMO energy (eV): -8.672
Structure (SMILES): CNC(=O)Nc1ccccc1F
Total energy (Eh): -594.8626

Atomic partial charges in e from the Mulliken method, atoms 1 to 4: atom 1 (C): -0.866, atom 2 (C): 0.374, atom 3 (C): 0.064, atom 4 (C): -0.258